C38H32CoN7O6S as an isolated structure. Source: OMol25; level of theory: wB97M-V/def2-TZVPD.

Each line ends with the Löwdin spin population.
Atoms and positions in Å:
Co (0.067, -0.091, -1.079)  2.74
C (3.280, 2.182, -3.031)  0.01
C (3.602, 1.789, -1.623)  0.12
C (4.916, 1.523, -1.286)  -0.01
C (5.276, 1.163, 0.004)  0.16
C (4.303, 1.055, 0.997)  0.00
C (2.975, 1.275, 0.715)  0.11
C (1.957, 1.184, 1.811)  0.01
C (2.594, 1.648, -0.613)  0.10
N (1.278, 1.782, -0.918)  0.33
C (0.813, 2.829, -1.666)  0.03
O (1.314, 3.939, -1.703)  0.09
C (-0.472, 2.530, -2.394)  0.00
C (-1.130, 3.458, -3.184)  0.00
C (-2.286, 3.055, -3.840)  0.00
C (-2.740, 1.750, -3.704)  0.00
C (-2.023, 0.886, -2.890)  0.00
N (-0.937, 1.296, -2.251)  0.05
C (-2.405, -0.558, -2.648)  0.01
O (-3.411, -1.040, -3.161)  0.02
N (-1.533, -1.159, -1.826)  0.06
C (-1.733, -2.473, -1.362)  0.00
C (-2.764, -2.756, -0.445)  0.00
C (-3.900, -1.790, -0.256)  0.00
C (-2.771, -3.985, 0.205)  0.00
C (-1.824, -4.952, -0.089)  0.00
C (-0.904, -4.722, -1.101)  0.00
C (-0.860, -3.502, -1.764)  0.00
C (0.024, -3.308, -2.963)  0.00
H (4.108, 1.919, -3.685)  0.00
H (3.117, 3.259, -3.090)  0.01
H (2.382, 1.683, -3.395)  0.00
H (5.674, 1.598, -2.055)  0.00
H (6.314, 0.975, 0.245)  0.01
H (4.592, 0.802, 2.009)  0.00
H (2.447, 1.111, 2.781)  0.00
H (1.323, 0.310, 1.671)  0.00
H (1.312, 2.062, 1.811)  0.00
H (-0.733, 4.460, -3.273)  0.00
H (-2.826, 3.755, -4.464)  0.00
H (-3.623, 1.379, -4.205)  0.00
H (-3.578, -0.754, -0.339)  0.00
H (-4.400, -1.939, 0.702)  0.00
H (-4.631, -1.950, -1.052)  0.00
H (-3.550, -4.193, 0.931)  0.00
H (-1.830, -5.901, 0.433)  0.00
H (-0.219, -5.511, -1.392)  0.00
H (0.861, -4.007, -2.962)  0.00
H (0.395, -2.289, -3.037)  0.00
H (-0.568, -3.494, -3.863)  0.00
O (4.747, -3.307, -2.315)  0.00
C (4.224, -3.754, -1.197)  0.00
O (4.633, -4.733, -0.618)  0.00
C (3.083, -2.980, -0.625)  0.00
C (2.489, -3.289, 0.580)  0.00
N (1.492, -2.413, 0.764)  0.00
N (1.392, -1.546, -0.249)  0.02
C (2.341, -1.884, -1.113)  0.00
C (2.412, -1.127, -2.416)  0.01
O (3.401, -1.284, -3.144)  0.01
O (1.418, -0.381, -2.651)  0.06
H (4.274, -2.491, -2.662)  0.00
H (2.722, -4.075, 1.278)  0.00
H (0.872, -2.346, 1.552)  0.00
S (-4.306, 1.957, 3.771)  0.00
C (-3.067, 1.415, 2.599)  0.00
C (-2.664, 0.092, 2.543)  0.00
C (-1.688, -0.266, 1.628)  0.00
N (-1.097, 0.598, 0.804)  0.03
C (-1.477, 1.876, 0.884)  0.00
C (-2.463, 2.325, 1.742)  0.00
C (-3.129, 2.406, 5.055)  0.00
C (-2.713, 1.451, 5.971)  0.00
C (-1.764, 1.825, 6.913)  0.00
N (-1.243, 3.045, 6.980)  0.00
C (-1.668, 3.954, 6.109)  0.00
C (-2.613, 3.689, 5.126)  0.00
H (-3.106, -0.650, 3.194)  0.00
H (-1.377, -1.302, 1.547)  0.00
H (-0.958, 2.581, 0.254)  0.00
H (-2.745, 3.369, 1.751)  0.00
H (-3.120, 0.450, 5.948)  0.00
H (-1.405, 1.113, 7.647)  0.00
H (-1.230, 4.942, 6.202)  0.00
H (-2.936, 4.459, 4.439)  0.00

2S+1: 5
expectation value of S²: 6.039
HOMO level (alpha / beta): -7.977 / -8.111 eV
frontier orbital gap (alpha / beta): 7.33 / 4.88 eV
E_tot: -111106.173 eV
LUMO (alpha / beta): -0.024 / -0.119 Eh



C19H23MnN2O2S2Se3 as an isolated structure. Source: OMol25; level of theory: wB97M-V/def2-TZVPD.

Each line ends with the Löwdin spin population.
Atoms and positions in Å:
Mn (0.565, -0.140, -0.138)  2.05
C (-2.060, 0.863, -2.487)  0.01
C (-1.467, -0.502, -2.444)  0.01
N (-0.468, -0.912, -1.691)  -0.02
C (-0.116, -2.221, -1.993)  0.00
C (-0.874, -2.811, -2.944)  0.00
S (-2.037, -1.703, -3.513)  0.00
C (1.073, -2.730, -1.327)  0.00
C (1.716, -3.909, -1.501)  0.00
S (3.162, -3.904, -0.596)  0.00
C (2.832, -2.331, -0.025)  0.01
N (1.701, -1.850, -0.470)  -0.01
C (3.810, -1.613, 0.839)  0.00
H (-1.308, 1.601, -2.221)  0.01
H (-2.896, 0.942, -1.791)  0.00
H (-2.426, 1.075, -3.491)  0.00
H (-0.782, -3.802, -3.354)  0.00
H (1.436, -4.740, -2.125)  0.00
H (4.632, -2.270, 1.117)  0.00
H (3.336, -1.247, 1.749)  0.00
H (4.206, -0.754, 0.295)  0.00
O (1.775, 5.235, 1.012)  0.00
C (2.330, 4.111, 1.666)  0.00
C (1.692, 2.848, 1.067)  0.00
C (2.422, 1.679, 1.705)  0.00
O (1.660, 0.462, 1.571)  0.00
C (1.858, 2.904, -0.457)  0.01
Se (1.982, 1.185, -1.400)  0.03
C (0.226, 2.851, 1.476)  0.04
Se (-0.958, 1.526, 0.663)  0.40
H (2.176, 6.039, 1.355)  0.00
H (2.132, 4.146, 2.745)  0.00
H (3.417, 4.067, 1.521)  0.00
H (2.554, 1.866, 2.773)  0.00
H (3.400, 1.536, 1.241)  0.00
H (1.581, -0.002, 2.408)  0.00
H (2.793, 3.408, -0.701)  0.00
H (1.052, 3.486, -0.894)  0.00
H (-0.208, 3.808, 1.189)  0.01
H (0.125, 2.756, 2.559)  0.01
Se (-0.838, -1.236, 1.652)  0.36
C (-2.608, -1.522, 0.975)  0.03
C (-2.862, -2.579, 0.110)  0.01
C (-4.151, -2.800, -0.352)  0.00
C (-5.188, -1.970, 0.048)  0.01
C (-4.937, -0.928, 0.930)  0.00
C (-3.652, -0.707, 1.403)  0.00
H (-2.060, -3.241, -0.184)  0.00
H (-4.347, -3.628, -1.020)  0.00
H (-6.193, -2.145, -0.313)  0.00
H (-5.745, -0.291, 1.263)  0.00
H (-3.460, 0.096, 2.101)  0.00

charge: +1
2S+1: 4
expectation value of S²: 3.810
HOMO level (alpha / beta): -10.221 / -10.824 eV
frontier orbital gap (alpha / beta): 7.07 / 6.58 eV
E_tot: -276176.326 eV
LUMO (alpha / beta): -0.116 / -0.156 Eh
ΔE to the lowest compared entry with this formula, charge and spin: 0.0 kcal per mole